1.
Entry from OMol25: 9 unconnected molecules or ions with the total composition C46H107N5O10 at a distorted geometry (ωB97M-V/def2-TZVPD).

Calculated values
LUMO energy = 0.48 eV
Net charge = 0
Gap between HOMO and LUMO = 8.4 eV
F_max = 0.048 Eh/bohr
SMILES string = CC1(C)CCCC(C)(C)N1O.CC1(C)CCCC(C)(C)N1O.CC1(C)CCCC(C)(C)N1O.CC1(C)CCCC(C)(C)N1O.COCCNCCOC.CO.CO.CO.CO
Energy above the lowest of the compared OMol25 structures with the same formula, charge and spin = 0.0 kJ/mol

CARTESIAN COORDINATES (ANGSTROEM)
1 C -34.4707 -22.1494 -15.2802
2 C -33.0465 -21.8991 -14.7564
3 C -33.0971 -21.5935 -13.2482
4 C -32.3150 -23.2538 -14.9285
5 C -30.8356 -23.1317 -14.5461
6 C -30.2456 -22.1148 -15.5383
7 C -30.9029 -20.7368 -15.5900
8 C -30.5292 -19.9059 -14.3453
9 C -30.4152 -20.0916 -16.8997
10 N -32.3484 -20.9726 -15.6735
11 O -33.0210 -19.7173 -15.6907
12 H -34.9936 -22.8630 -14.6454
13 H -34.9910 -21.1909 -15.2459
14 H -34.4308 -22.5763 -16.2808
15 H -33.7283 -20.7416 -12.9994
16 H -33.6051 -22.4163 -12.7239
17 H -32.1422 -21.6646 -12.7310
18 H -32.7410 -24.0721 -14.3358
19 H -32.3116 -23.6550 -15.9466
20 H -30.7748 -22.7237 -13.5312
21 H -30.2834 -24.0679 -14.4843
22 H -30.1205 -22.5648 -16.5230
23 H -29.2556 -22.0398 -15.0665
24 H -30.5677 -20.4449 -13.4026
25 H -31.0790 -18.9676 -14.2870
26 H -29.4920 -19.5755 -14.4775
27 H -29.3275 -20.0088 -16.9373
28 H -30.8207 -19.0870 -17.0170
29 H -30.6943 -20.7336 -17.7350
30 H -33.4962 -19.7302 -16.5281
31 C -21.6407 -17.5678 -5.9411
32 C -22.8601 -16.8185 -6.4131
33 C -22.4592 -15.5663 -7.2090
34 C -23.7478 -17.6976 -7.3297
35 C -25.2093 -17.2212 -7.3816
36 C -25.8475 -16.9532 -6.0030
37 C -24.9944 -16.0704 -5.1302
38 C -25.1561 -14.5598 -5.4649
39 C -25.6020 -16.1357 -3.6782
40 N -23.6168 -16.5119 -5.1684
41 O -22.8195 -15.7679 -4.2628
42 H -21.0056 -16.9804 -5.2811
43 H -21.8103 -18.5238 -5.4449
44 H -21.0780 -17.8211 -6.8486
45 H -23.2555 -14.9106 -7.5601
46 H -21.9827 -14.8802 -6.4931
47 H -21.7108 -15.7139 -7.9863
48 H -23.3953 -17.5075 -8.3474
49 H -23.6574 -18.7674 -7.1406
50 H -25.2721 -16.2519 -7.8787
51 H -25.7339 -18.0061 -7.9252
52 H -26.1305 -17.8833 -5.5087
53 H -26.7377 -16.4069 -6.3267
54 H -24.9059 -14.3837 -6.5186
55 H -24.4684 -13.9237 -4.9143
56 H -26.1971 -14.2407 -5.4114
57 H -26.6454 -15.8344 -3.7287
58 H -25.0495 -15.4956 -2.9943
59 H -25.5853 -17.1830 -3.3630
60 H -23.0670 -16.1066 -3.3959
61 C -30.2272 -26.0005 -16.5498
62 C -29.1027 -27.0440 -16.7619
63 C -29.6561 -28.4314 -16.3395
64 C -28.8537 -27.1591 -18.2844
65 C -27.8579 -26.1233 -18.8321
66 C -26.6016 -26.0490 -17.9889
67 C -26.8948 -25.7110 -16.4982
68 C -25.6146 -25.9285 -15.6927
69 C -27.3997 -24.2816 -16.2858
70 N -27.8655 -26.7340 -16.0825
71 O -28.0278 -26.7193 -14.6856
72 H -31.1538 -26.1800 -17.0924
73 H -30.4959 -26.1473 -15.4956
74 H -29.8961 -24.9676 -16.6183
75 H -29.8851 -28.5311 -15.2763
76 H -30.6169 -28.5002 -16.8519
77 H -28.9922 -29.2483 -16.6159
78 H -28.4466 -28.1368 -18.5548
79 H -29.7725 -27.0172 -18.8535
80 H -27.7385 -26.2801 -19.9032
81 H -28.2324 -25.0951 -18.7209
82 H -25.8418 -25.3707 -18.3793
83 H -26.1759 -27.0571 -17.9224
84 H -25.6922 -25.8706 -14.6068
85 H -24.8278 -25.2184 -15.9594
86 H -25.1887 -26.9226 -15.8559
87 H -28.0759 -23.9000 -17.0504
88 H -26.5286 -23.6240 -16.2533
89 H -27.9116 -24.2382 -15.3219
90 H -27.8725 -27.6089 -14.3480
91 C -25.4962 -23.2833 -13.2879
92 C -26.1081 -22.1437 -12.4765
93 C -25.7300 -20.7653 -13.0797
94 C -27.6286 -22.2711 -12.6328
95 C -28.4555 -21.6469 -11.5326
96 C -28.0035 -22.0402 -10.1480
97 C -26.4923 -21.9572 -9.8988
98 C -26.1203 -20.4868 -9.6156
99 C -26.2133 -22.7949 -8.6622
100 N -25.7205 -22.3460 -11.0765
101 O -24.3084 -22.2758 -10.8883
102 H -25.7370 -24.2904 -12.9534
103 H -24.4075 -23.1849 -13.2829
104 H -25.8426 -23.1602 -14.3177
105 H -25.9418 -20.7333 -14.1500
106 H -24.6750 -20.5093 -12.9601
107 H -26.3205 -19.9742 -12.6161
108 H -27.8527 -21.7901 -13.5909
109 H -27.9318 -23.3015 -12.8483
110 H -29.4798 -21.9583 -11.7734
111 H -28.5432 -20.5616 -11.6537
112 H -28.5298 -22.9520 -9.8510
113 H -28.4300 -21.3607 -9.4011
114 H -26.0652 -19.8360 -10.4919
115 H -26.6787 -19.9785 -8.8243
116 H -25.0741 -20.3468 -9.3096
117 H -26.7503 -22.4030 -7.8013
118 H -26.4898 -23.8522 -8.7634
119 H -25.1413 -22.9481 -8.4934
120 H -24.1625 -23.2013 -10.6442
121 C -20.8490 -27.1659 -9.9208
122 O -21.0206 -27.5817 -8.5738
123 C -20.1126 -27.0002 -7.6281
124 C -20.5930 -25.7421 -6.9413
125 N -20.7400 -24.5617 -7.7863
126 C -21.1706 -23.3564 -7.1189
127 C -21.8165 -22.3231 -8.0165
128 O -20.8927 -21.8106 -8.9312
129 C -21.4571 -21.2802 -10.1007
130 H -20.7267 -26.0891 -10.0002
131 H -21.7018 -27.5598 -10.4780
132 H -20.0217 -27.7562 -10.3424
133 H -19.1054 -26.9293 -8.0614
134 H -19.9818 -27.8579 -6.9628
135 H -19.7039 -25.5573 -6.3096
136 H -21.4974 -25.8796 -6.3551
137 H -19.8961 -24.4004 -8.3206
138 H -20.3440 -22.8801 -6.5711
139 H -21.9363 -23.5422 -6.3590
140 H -22.1867 -21.5241 -7.3537
141 H -22.6923 -22.7745 -8.4960
142 H -22.2839 -20.5693 -10.0030
143 H -21.6880 -21.9813 -10.9026
144 H -20.6631 -20.6304 -10.4820
145 C -30.8351 -24.8165 -10.8746
146 O -31.3900 -25.7698 -9.9455
147 H -29.9040 -25.2466 -11.2432
148 H -31.6063 -24.6108 -11.6173
149 H -30.6147 -23.9000 -10.3326
150 H -31.7026 -26.5135 -10.4669
151 C -23.9601 -25.7157 -8.8691
152 O -23.0647 -24.8445 -9.5363
153 H -23.8449 -26.7390 -9.2351
154 H -23.8116 -25.7140 -7.7834
155 H -24.9900 -25.3841 -9.0110
156 H -22.1901 -24.9444 -9.0868
157 C -23.1430 -26.3779 -12.6864
158 O -22.6183 -27.1721 -13.7496
159 H -24.1868 -26.2459 -12.9795
160 H -23.2008 -26.9161 -11.7357
161 H -22.5358 -25.4890 -12.5313
162 H -21.8330 -26.8144 -14.1612
163 C -21.2205 -20.6441 -13.5689
164 O -20.0705 -21.3983 -13.2545
165 H -22.1201 -21.2555 -13.5299
166 H -21.4397 -19.9229 -12.7626
167 H -21.1094 -20.0132 -14.4524
168 H -19.2940 -20.8381 -13.3163

Atoms 1-6, force components in eV/Å:
C 0.351 0.683 0.291
C 0.458 -1.754 -0.202
C -0.623 -0.715 0.406
C 1.101 -1.120 0.569
C -1.226 1.075 -0.220
C 1.514 -0.989 1.716



2.
Entry from OMol25: 2 unconnected molecules or ions with the total composition CH2N4O at a distorted geometry (ωB97M-V/def2-TZVPD).

Calculated values
LUMO energy = 0.04 eV
Net charge = 0
Gap between HOMO and LUMO = 9.9 eV
F_max = 0.066 Eh/bohr
Energy above the lowest of the compared OMol25 structures with the same formula, charge and spin = 197.6 kJ/mol

CARTESIAN COORDINATES (ANGSTROEM)
1 N 1.0234 1.0576 -1.5318
2 C -0.6744 0.0246 1.2281
3 O -0.9789 -1.2019 1.3409
4 N 0.5143 -0.0085 -1.5104
5 N -0.4387 1.1336 1.0647
6 N 0.1414 -1.0629 -1.6130
7 H -0.3596 -1.7049 1.8813
8 H 0.7725 1.7625 -0.8598

Atoms 1-6, force components in eV/Å:
N 1.905 2.620 -0.984
C 0.271 0.367 0.005
O -0.659 -1.166 0.098
N -1.014 -1.992 0.244
N 0.083 0.762 0.000
N -0.265 -0.349 0.067



3.
Entry from OMol25: 2 unconnected molecules or ions with the total composition H4O2 at a distorted geometry (ωB97M-V/def2-TZVPD).

Calculated values
LUMO energy = 0.84 eV
Net charge = 0
Gap between HOMO and LUMO = 12.2 eV
F_max = 0.039 Eh/bohr
SMILES string = O.O
Energy above the lowest of the compared OMol25 structures with the same formula, charge and spin = 14.5 kJ/mol

CARTESIAN COORDINATES (ANGSTROEM)
1 O 0.3197 1.0906 0.5493
2 H 0.4333 0.1749 0.8933
3 H -0.1935 1.6616 1.1915
4 O 0.1537 -1.1975 -0.8638
5 H -0.7503 -1.4972 -0.8497
6 H 0.0371 -0.2324 -0.9207

Force components x, y, z for each atom (eV/Å):
O -0.634 0.511 1.063
H -0.304 1.086 0.069
H 0.980 -1.431 -0.967
O 0.155 0.557 -0.067
H -0.468 -0.464 -0.022
H 0.272 -0.258 -0.074



4.
Entry from OMol25: a molecular structure, C22H20ClNYb at a distorted geometry (ωB97M-V/def2-TZVPD).

Calculated values
LUMO energy (spin up / spin down) = 2.68 / 0.92 eV
Net charge = -1
2S+1 = 2
Gap between HOMO and LUMO (spin up / spin down) = 6.4 / 4.6 eV
F_max = 0.052 Eh/bohr

CARTESIAN COORDINATES (ANGSTROEM)
1 C 0.5066 2.4348 -2.2225
2 C -0.5934 1.5170 -2.3149
3 C -0.0715 0.1931 -2.4050
4 H -1.6501 1.7944 -2.3979
5 C 1.3449 0.2827 -2.2429
6 C 1.7047 1.6602 -2.1429
7 H 2.7172 2.0620 -2.0615
8 H 0.4447 3.5239 -2.1445
9 H -0.6551 -0.7434 -2.5432
10 H 2.0349 -0.5600 -2.3225
11 Yb 0.5353 1.9413 0.2079
12 Cl -1.2647 2.2500 1.7989
13 C -1.1871 -2.1071 2.0662
14 C -0.3360 -2.8802 1.2135
15 C -0.9123 -2.8402 -0.1011
16 H 0.5618 -3.3980 1.5096
17 C -2.1493 -2.1637 -0.0414
18 C -2.3005 -1.6584 1.2933
19 H -3.0978 -0.9974 1.6375
20 H -1.0049 -1.8792 3.1130
21 H -0.5435 -3.4254 -0.9534
22 H -2.8469 -2.0123 -0.8630
23 C 5.4485 -2.1372 1.1466
24 C 4.3339 -2.2534 0.3042
25 C 3.1974 -1.4683 0.4742
26 C 3.1690 -0.4810 1.4961
27 C 4.2797 -0.3950 2.3760
28 C 5.3897 -1.2034 2.1817
29 N 2.1228 0.3987 1.5410
30 C 1.9315 1.3126 2.5727
31 C 1.5005 0.9262 3.8660
32 C 1.3870 1.8912 4.8546
33 C 1.6814 3.2364 4.5962
34 C 2.0614 3.6132 3.3103
35 C 2.1565 2.6860 2.2829
36 H 6.3322 -2.7708 0.9929
37 H 4.3593 -2.9673 -0.5154
38 H 2.3197 -1.5617 -0.1716
39 H 4.2675 0.3333 3.1862
40 H 6.2457 -1.1071 2.8317
41 H 1.2792 -0.1288 4.0471
42 H 1.0573 1.6035 5.8460
43 H 1.6137 3.9872 5.3883
44 H 2.2812 4.6508 3.0838
45 H 2.5054 2.9701 1.2713

Atoms 1-6, force components in eV/Å:
C -0.094 -0.504 -0.307
C 0.171 0.138 -0.373
C 0.316 0.340 0.656
H 0.487 -0.107 0.051
C -0.421 0.392 -0.383
C -0.280 -0.188 -0.398